(1)
{"formula": "C5H9N3O", "method": "ωB97M-V with the def2-TZVPD basis set", "symbols": ["C", "C", "C", "C", "C", "N", "N", "N", "O", "H", "H", "H", "H", "H", "H", "H", "H", "H"], "coordinates": [[-1.36, 1.46, 1.39], [0.73, -1.10, -1.82], [-0.84, -0.74, 0.16], [-0.90, 0.03, 1.53], [0.38, -0.40, -0.55], [2.24, 0.92, -0.39], [1.13, 0.40, 0.13], [-1.66, -1.61, -0.28], [-0.82, -0.55, 2.58], [2.86, 1.31, 0.31], [2.69, 0.45, -1.17], [-2.44, -1.79, 0.35], [-1.31, 1.80, 0.37], [-0.73, 2.08, 2.03], [-2.38, 1.54, 1.77], [1.70, -1.60, -1.75], [-0.05, -1.83, -2.04], [0.79, -0.38, -2.64]], "lowdin_charge": [-0.02, -0.03, -0.28, -0.41, -0.31, 0.05, 0.01, 0.17, 0.09, 0.10, 0.09, 0.07, 0.08, 0.09, 0.09, 0.08, 0.06, 0.08], "orbital_gap_ev": 9.60, "total_energy_ev": -11847.2390, "fmax_ev_per_a": 1.708, "spin_multiplicity": 1, "homo_energy_ev": -8.954, "e_above_lowest_ev": 2.169}

---

(2)
{"formula": "C42H60BF3IO20PS", "method": "ωB97M-V with the def2-TZVPD basis set", "symbols": ["C", "C", "O", "B", "O", "C", "C", "C", "C", "C", "C", "C", "C", "C", "C", "C", "C", "O", "I", "C", "C", "O", "C", "F", "F", "F", "C", "P", "O", "O", "S", "O", "O", "H", "H", "H", "H", "H", "H", "H", "H", "H", "H", "H", "H", "H", "H", "H", "H", "H", "H", "H", "H", "H", "H", "H", "H", "O", "C", "O", "C", "C", "C", "H", "H", "H", "H", "H", "H", "O", "C", "O", "C", "C", "C", "H", "H", "H", "H", "H", "H", "O", "C", "O", "C", "C", "C", "H", "H", "H", "H", "H", "H", "O", "C", "O", "C", "C", "C", "H", "H", "H", "H", "H", "H", "O", "C", "O", "C", "C", "C", "H", "H", "H", "H", "H", "H", "O", "C", "O", "C", "C", "C", "H", "H", "H", "H", "H", "H"], "coordinates": [[4.48, -1.66, -0.10], [3.33, -1.17, -1.09], [1.99, -1.63, -0.77], [1.36, -0.56, -0.03], [1.98, -0.24, 1.25], [0.01, 0.23, -0.57], [-1.17, -0.90, -0.50], [-1.19, -1.69, 0.88], [-1.47, -1.11, 2.28], [-1.50, -2.00, 3.54], [-1.28, -3.54, 3.41], [-0.98, -4.19, 2.03], [-0.95, -3.24, 0.81], [-0.45, 1.41, 0.42], [-0.28, 2.92, -0.17], [-1.44, 3.78, 0.60], [-1.50, 3.51, 2.17], [-0.61, 3.82, 3.03], [-3.31, 2.51, 2.97], [1.10, 3.62, 0.25], [2.41, 3.06, -0.49], [2.72, 4.02, -1.55], [3.73, 3.07, 0.45], [4.81, 2.72, -0.43], [3.66, 2.15, 1.52], [4.04, 4.40, 0.89], [-0.66, 3.04, -1.73], [-0.91, 4.82, -2.35], [0.34, 5.71, -2.29], [0.24, 2.36, -2.64], [0.12, 0.71, -2.36], [1.21, 0.04, -3.13], [-1.20, 0.27, -3.02], [4.34, -1.26, 0.98], [5.46, -1.17, -0.46], [4.67, -2.78, -0.10], [3.34, -0.01, -1.20], [3.60, -1.56, -2.14], [1.89, -0.99, 1.87], [-2.17, -0.42, -0.74], [-0.96, -1.67, -1.34], [-1.67, 0.01, 2.38], [-1.73, -1.62, 4.59], [-1.33, -4.25, 4.30], [-0.83, -5.31, 1.87], [-0.76, -3.73, -0.22], [-1.60, 1.28, 0.56], [-0.02, 1.32, 1.49], [-2.45, 3.62, 0.08], [-1.20, 4.91, 0.48], [1.31, 3.56, 1.38], [1.02, 4.73, 0.00], [2.27, 2.06, -1.03], [2.65, 3.56, -2.42], [-1.69, 2.52, -1.85], [-1.43, 4.70, -3.70], [-2.01, 5.36, -1.58], [-2.36, -5.98, 4.16], [-3.52, -6.12, 3.85], [-3.98, -5.99, 2.58], [-5.41, -6.11, 2.58], [-5.74, -6.87, 3.85], [-4.65, -6.41, 4.79], [-5.85, -5.11, 2.57], [-5.73, -6.65, 1.69], [-6.75, -6.67, 4.21], [-5.65, -7.94, 3.67], [-4.93, -5.49, 5.32], [-4.38, -7.19, 5.50], [7.20, 9.30, 3.99], [6.74, 8.39, 3.34], [7.19, 7.11, 3.40], [6.49, 6.32, 2.43], [5.21, 7.07, 2.14], [5.63, 8.51, 2.33], [7.12, 6.22, 1.54], [6.30, 5.32, 2.83], [4.80, 6.86, 1.16], [4.46, 6.81, 2.89], [6.04, 8.94, 1.41], [4.82, 9.12, 2.71], [5.28, -4.54, 1.57], [5.00, -5.51, 0.91], [4.55, -5.44, -0.37], [4.21, -6.76, -0.82], [4.99, -7.70, 0.07], [5.05, -6.93, 1.38], [3.13, -6.90, -0.72], [4.48, -6.87, -1.87], [4.54, -8.69, 0.16], [6.00, -7.83, -0.32], [4.18, -7.14, 2.01], [5.97, -7.14, 1.92], [-4.08, 8.66, 3.61], [-3.19, 7.95, 4.00], [-2.10, 7.61, 3.25], [-1.31, 6.66, 3.98], [-1.68, 6.86, 5.43], [-3.13, 7.27, 5.34], [-1.55, 5.66, 3.63], [-0.25, 6.86, 3.80], [-1.51, 5.98, 6.05], [-1.09, 7.68, 5.85], [-3.80, 6.41, 5.34], [-3.40, 7.96, 6.14], [0.53, -5.15, -6.37], [-0.06, -4.18, -5.98], [-0.16, -3.83, -4.67], [-1.02, -2.69, -4.54], [-1.00, -2.03, -5.90], [-0.82, -3.20, -6.84], [-2.02, -3.03, -4.26], [-0.64, -2.03, -3.77], [-1.90, -1.43, -6.10], [-0.13, -1.36, -5.98], [-1.78, -3.65, -7.11], [-0.26, -2.93, -7.72], [-4.47, -2.69, -3.55], [-4.89, -2.53, -4.67], [-5.37, -1.35, -5.15], [-5.88, -1.54, -6.47], [-5.18, -2.78, -6.99], [-4.99, -3.59, -5.73], [-6.96, -1.67, -6.42], [-5.66, -0.66, -7.08], [-5.74, -3.29, -7.77], [-4.20, -2.51, -7.40], [-5.86, -4.22, -5.52], [-4.08, -4.19, -5.77]], "lowdin_charge": [-0.06, -0.22, -0.01, -0.51, 0.09, -0.26, -0.12, -0.15, -0.03, -0.05, -0.06, -0.04, 0.00, -0.09, -0.33, -0.16, -0.69, -0.07, 0.80, -0.05, -0.19, -0.05, -0.33, 0.05, 0.09, 0.07, -0.39, 0.80, -0.44, -0.25, 0.82, -0.28, -0.34, 0.09, 0.09, 0.06, 0.11, 0.14, 0.13, 0.14, 0.12, 0.02, 0.09, 0.07, 0.10, 0.11, 0.10, 0.14, 0.11, 0.13, 0.14, 0.13, 0.14, 0.12, 0.15, 0.04, 0.03, 0.07, -0.46, 0.03, -0.16, -0.16, -0.08, 0.13, 0.13, 0.12, 0.12, 0.14, 0.13, 0.11, -0.48, 0.03, -0.17, -0.18, -0.08, 0.13, 0.13, 0.11, 0.12, 0.13, 0.13, 0.11, -0.48, 0.02, -0.16, -0.17, -0.08, 0.13, 0.13, 0.12, 0.12, 0.13, 0.13, 0.12, -0.48, 0.03, -0.16, -0.16, -0.08, 0.08, 0.13, 0.12, 0.12, 0.13, 0.13, 0.11, -0.48, 0.04, -0.15, -0.15, -0.08, 0.11, 0.09, 0.11, 0.12, 0.12, 0.13, 0.11, -0.48, 0.03, -0.16, -0.16, -0.08, 0.13, 0.13, 0.12, 0.11, 0.14, 0.12], "orbital_gap_ev": 8.12, "total_energy_ev": -122525.9554, "fmax_ev_per_a": 7.623, "spin_multiplicity": 1, "homo_energy_ev": -8.893}

---

(3)
{"formula": "H39O19", "method": "ωB97M-V with the def2-TZVPD basis set", "symbols": ["O", "H", "H", "O", "H", "H", "O", "H", "H", "O", "H", "H", "O", "H", "H", "O", "H", "H", "O", "H", "H", "O", "H", "O", "H", "H", "O", "H", "H", "O", "H", "H", "O", "H", "H", "O", "H", "H", "O", "H", "H", "O", "H", "H", "O", "H", "H", "O", "H", "H", "O", "H", "H", "O", "H", "H", "H", "H"], "coordinates": [[-0.31, -3.12, -3.45], [-0.70, -1.79, -2.57], [0.25, -3.18, -2.68], [3.43, 0.06, 3.04], [4.30, 0.36, 2.59], [2.92, -0.33, 2.35], [-2.57, 0.50, 2.35], [-2.46, 0.72, 3.26], [-2.28, -0.33, 2.24], [0.90, -1.24, 0.47], [0.53, -0.39, 0.31], [1.31, -1.34, 1.38], [1.02, -3.61, -1.05], [1.93, -3.39, -1.12], [1.05, -4.66, -1.16], [-2.76, 1.06, -3.04], [-3.56, 0.81, -3.46], [-2.46, 1.83, -3.58], [0.62, 1.76, 1.75], [-0.02, 2.56, 1.84], [0.57, 1.30, 2.57], [-0.18, -1.47, -1.72], [0.15, -1.90, -0.80], [1.98, 0.26, -2.44], [1.86, 0.43, -1.56], [1.46, -0.58, -2.64], [3.71, 2.08, 1.56], [3.50, 2.09, 2.53], [0.30, 3.45, -2.84], [-0.47, -0.69, 3.45], [-0.29, -0.58, 4.31], [-0.17, -1.58, 3.13], [-4.48, 2.55, -0.93], [-4.20, 3.13, -0.29], [-3.73, 2.35, -1.52], [-3.37, -0.07, -0.72], [3.22, 2.72, 1.11], [-0.84, -3.78, -3.44], [-0.52, 1.05, -0.69], [-0.87, 0.84, 0.32], [0.02, 1.88, -0.30], [3.16, -1.56, -1.60], [4.08, -1.90, -1.28], [3.57, -1.00, -2.33], [1.51, -2.32, 2.77], [-2.56, -2.60, 1.64], [1.84, -2.19, 3.64], [-1.87, -1.97, 1.42], [1.91, -3.15, 2.55], [-2.54, -1.31, 1.23], [0.83, 3.80, -2.17], [1.43, 3.20, -1.93], [-3.27, 0.77, -1.03], [-0.60, 3.45, 0.32], [-0.20, 4.06, -0.40], [-1.43, 3.59, 0.50], [-4.15, -0.09, -0.48], [-0.52, -0.56, -1.40]], "lowdin_charge": [0.07, 0.18, 0.02, -0.09, 0.09, -0.01, 0.00, 0.05, -0.10, -0.05, 0.00, 0.05, -0.07, 0.02, 0.16, -0.04, 0.05, 0.08, -0.09, 0.09, 0.01, 0.03, 0.13, -0.06, -0.04, 0.08, -0.07, 0.06, 0.04, -0.02, 0.00, 0.05, 0.00, -0.01, 0.02, 0.08, 0.00, -0.03, -0.18, 0.13, 0.08, -0.14, 0.11, 0.09, -0.02, 0.08, 0.08, -0.03, 0.08, 0.01, 0.05, -0.02, -0.06, -0.01, 0.12, -0.04, -0.08, 0.10], "orbital_gap_ev": 10.53, "total_energy_ev": -39524.8039, "fmax_ev_per_a": 12.394, "spin_multiplicity": 1, "homo_energy_ev": -13.107, "e_above_lowest_ev": 6.215, "total_charge": 1}

---

(4)
{"formula": "C19H24Br2ClF4O12S", "method": "ωB97M-V with the def2-TZVPD basis set", "symbols": ["C", "C", "C", "Cl", "S", "C", "C", "Br", "C", "C", "Br", "H", "H", "H", "H", "H", "H", "H", "H", "H", "H", "H", "H", "C", "C", "O", "C", "O", "O", "F", "H", "H", "H", "C", "C", "O", "C", "O", "O", "F", "H", "H", "H", "C", "C", "O", "C", "O", "O", "F", "H", "H", "H", "C", "C", "O", "C", "O", "O", "F", "H", "H", "H"], "coordinates": [[0.74, -3.00, 1.05], [1.03, -2.27, -0.28], [-0.21, -1.64, -0.91], [-0.06, -1.42, -2.68], [-0.79, -0.06, -0.19], [0.64, 0.95, 0.25], [-1.60, -0.37, 1.37], [-0.63, -0.26, 3.02], [-2.88, -0.66, 1.32], [-3.70, -0.73, 0.07], [-3.84, -0.98, 2.94], [0.94, -2.33, 1.88], [-0.26, -3.43, 1.10], [1.44, -3.84, 1.11], [1.82, -1.52, -0.16], [1.41, -3.00, -0.99], [-1.03, -2.34, -0.78], [1.26, 0.42, 0.97], [0.32, 1.91, 0.66], [1.24, 1.17, -0.63], [-4.15, 0.23, -0.19], [-4.52, -1.43, 0.26], [-3.15, -1.11, -0.80], [-1.26, -3.93, -5.41], [-0.04, -4.54, -6.05], [-0.52, -4.94, -7.31], [-1.54, -4.09, -7.64], [-1.99, -3.96, -8.72], [-1.96, -3.40, -6.54], [0.39, -5.63, -5.37], [-1.88, -4.68, -4.92], [-1.02, -3.15, -4.69], [0.80, -3.85, -6.18], [-7.08, 0.80, 4.31], [-7.62, -0.52, 3.85], [-9.01, -0.30, 3.79], [-9.17, 1.04, 3.52], [-10.17, 1.54, 3.14], [-8.00, 1.72, 3.74], [-7.37, -1.50, 4.76], [-7.09, 0.89, 5.40], [-6.07, 0.98, 3.96], [-7.26, -0.84, 2.87], [2.55, 5.03, 2.27], [3.64, 5.08, 1.23], [4.15, 3.76, 1.25], [3.13, 2.95, 1.64], [3.13, 1.77, 1.51], [2.11, 3.67, 2.17], [4.61, 5.94, 1.57], [2.93, 5.21, 3.28], [1.74, 5.72, 2.07], [3.29, 5.32, 0.22], [6.27, 1.92, -0.22], [7.43, 2.34, 0.64], [8.53, 1.72, 0.01], [8.21, 1.62, -1.32], [8.98, 1.39, -2.19], [6.88, 1.82, -1.51], [7.32, 1.85, 1.90], [5.87, 0.95, 0.07], [5.47, 2.65, -0.22], [7.60, 3.42, 0.69]], "lowdin_charge": [-0.08, -0.29, -0.85, 0.68, 1.08, -0.26, -0.91, 0.82, -0.80, -0.12, 0.84, 0.03, 0.09, 0.09, 0.11, 0.11, 0.08, 0.02, 0.07, 0.08, 0.11, 0.08, 0.07, -0.07, -0.32, 0.14, -0.53, 0.20, 0.07, 0.08, 0.15, 0.08, 0.17, -0.08, -0.35, 0.14, -0.53, 0.20, 0.07, 0.07, 0.15, 0.10, 0.16, -0.03, -0.30, 0.11, -0.54, 0.15, 0.07, 0.10, 0.15, 0.15, 0.18, -0.07, -0.32, 0.14, -0.54, 0.20, 0.07, 0.08, 0.15, 0.11, 0.18], "orbital_gap_ev": 9.10, "total_energy_ev": -218966.8757, "fmax_ev_per_a": 2.298, "spin_multiplicity": 1, "homo_energy_ev": -13.055, "total_charge": 1}

---

(5)
{"formula": "C5H11NO", "method": "ωB97M-V with the def2-TZVPD basis set", "symbols": ["C", "N", "C", "O", "C", "C", "C", "H", "H", "H", "H", "H", "H", "H", "H", "H", "H", "H"], "coordinates": [[-2.27, 1.66, -0.23], [-0.96, 1.11, 0.05], [-0.49, 0.00, -0.59], [-1.16, -0.60, -1.42], [0.94, -0.43, -0.25], [1.42, -0.04, 1.15], [1.09, -1.93, -0.48], [-2.20, 2.71, -0.53], [-2.93, 1.58, 0.64], [-2.68, 1.07, -1.05], [-0.38, 1.56, 0.74], [1.58, 0.09, -0.98], [0.76, -0.45, 1.93], [1.49, 1.04, 1.30], [2.42, -0.44, 1.33], [2.13, -2.24, -0.36], [0.48, -2.50, 0.23], [0.76, -2.20, -1.49]], "lowdin_charge": [-0.07, 0.01, -0.47, 0.04, -0.34, -0.08, -0.07, 0.08, 0.08, 0.08, 0.11, 0.15, 0.09, 0.07, 0.08, 0.08, 0.09, 0.08], "orbital_gap_ev": 10.47, "total_energy_ev": -8901.5650, "fmax_ev_per_a": 0.331, "spin_multiplicity": 1, "homo_energy_ev": -9.603, "e_above_lowest_ev": 0.132}

---

(6)
{"formula": "C20H31AsBF4N3PdTe", "method": "ωB97M-V with the def2-TZVPD basis set", "symbols": ["Pd", "Te", "C", "C", "C", "C", "C", "C", "H", "H", "H", "H", "H", "F", "B", "F", "F", "F", "C", "As", "C", "C", "C", "C", "C", "C", "C", "C", "H", "H", "H", "H", "H", "H", "H", "H", "H", "H", "H", "H", "H", "C", "N", "C", "C", "N", "N", "C", "C", "H", "H", "H", "H", "H", "H", "H", "H", "H", "H", "H", "H", "H"], "coordinates": [[-0.61, 1.41, 0.65], [0.54, 2.45, 2.62], [0.83, 0.72, 3.81], [2.10, 0.44, 4.32], [2.32, -0.73, 5.05], [1.28, -1.62, 5.27], [0.01, -1.33, 4.78], [-0.21, -0.16, 4.06], [2.92, 1.12, 4.14], [3.31, -0.94, 5.43], [1.45, -2.53, 5.83], [-0.81, -2.01, 4.96], [-1.21, 0.06, 3.69], [-0.94, 3.54, -0.76], [0.01, 3.44, -1.82], [-0.50, 2.48, -2.75], [1.22, 2.92, -1.30], [0.20, 4.66, -2.42], [3.07, 0.98, 0.44], [1.32, 0.20, 0.23], [1.47, -1.49, 1.15], [1.20, -0.28, -1.66], [2.50, -0.78, -2.21], [2.85, -2.13, -2.11], [4.08, -2.58, -2.58], [4.97, -1.68, -3.16], [4.62, -0.34, -3.27], [3.40, 0.10, -2.80], [3.80, 0.33, -0.04], [3.27, 1.07, 1.51], [3.05, 1.96, -0.02], [2.33, -2.04, 0.76], [0.56, -2.08, 0.99], [1.59, -1.31, 2.21], [0.87, 0.63, -2.17], [0.40, -1.02, -1.73], [2.16, -2.83, -1.67], [4.34, -3.63, -2.50], [5.92, -2.03, -3.53], [5.31, 0.36, -3.73], [3.13, 1.15, -2.89], [-2.43, -1.43, 0.72], [-3.44, -0.60, 0.08], [-4.63, -0.36, 0.88], [-3.03, 0.32, -0.85], [-1.77, 0.63, -0.96], [-4.00, 0.86, -1.64], [-5.12, 0.07, -2.12], [-3.69, 2.05, -2.43], [-2.93, -2.31, 1.14], [-1.91, -0.91, 1.52], [-1.70, -1.75, -0.02], [-4.34, -0.10, 1.90], [-5.26, -1.26, 0.92], [-5.20, 0.46, 0.47], [-1.55, 1.18, -1.78], [-5.13, -0.91, -1.65], [-5.05, -0.06, -3.20], [-6.07, 0.57, -1.90], [-3.20, 1.80, -3.37], [-3.04, 2.72, -1.87], [-4.63, 2.56, -2.64]], "lowdin_charge": [0.27, 0.93, -0.67, -0.18, -0.09, -0.10, -0.09, -0.18, 0.09, 0.10, 0.10, 0.10, 0.07, 0.02, -1.26, 0.06, 0.06, 0.15, -0.26, 1.08, -0.23, -0.28, -0.31, -0.06, -0.08, -0.09, -0.08, -0.05, 0.04, 0.01, 0.03, 0.03, 0.03, 0.01, 0.06, 0.07, 0.11, 0.10, 0.10, 0.11, 0.12, -0.08, -0.17, -0.05, -0.43, 0.05, -0.15, -0.05, -0.03, 0.09, 0.05, 0.08, 0.09, 0.09, 0.09, 0.04, 0.08, 0.09, 0.09, 0.10, 0.09, 0.09], "orbital_gap_ev": [6.80, 6.80], "total_energy_ev": -108878.5755, "fmax_ev_per_a": 0.096, "spin_multiplicity": 1, "homo_energy_ev": [-7.679, -7.679], "e_above_lowest_ev": 0.000}